1.
Below is C23H35B2N10O4Os as an isolated structure, with properties calculated with wB97M-V/def2-TZVPD.

Structure (XYZ):
```
75
Properties=species:S:1:pos:R:3:mulliken_spin:R:1
Os -0.20865 -1.53622 0.57850 0.833
C -3.06183 0.52223 1.66134 0.001
C -1.67331 1.07181 1.66953 -0.012
C -1.29888 2.34827 2.06119 -0.002
C 0.08000 2.37775 1.97218 0.005
N 0.50180 1.18801 1.54474 -0.011
N -0.56081 0.37289 1.35102 0.049
B 1.96343 0.68092 1.39854 -0.034
N 2.11857 0.11968 -0.05680 -0.026
C 2.92692 0.50597 -1.03149 0.105
C 2.75002 -0.33017 -2.13583 0.041
C 1.77774 -1.22917 -1.78295 -0.006
C 1.25432 -2.35011 -2.60679 -0.008
N 1.39403 -0.97266 -0.48462 0.100
N 2.07220 -0.53634 2.34660 -0.019
C 3.01461 -0.96728 3.19675 0.009
C 2.70344 -2.24608 3.60365 -0.005
C 1.53219 -2.58090 2.93005 -0.013
C 0.79236 -3.87596 2.99023 0.002
N 1.16889 -1.53055 2.17195 0.040
N 2.89227 1.81000 1.68345 0.003
C 3.63411 2.18043 2.76778 0.000
C 4.15079 3.41711 2.52100 0.001
C 3.66493 3.77241 1.23842 0.000
C 3.90997 5.03312 0.47772 0.000
N 2.90222 2.81138 0.74764 0.000
H -3.76250 1.33250 1.85125 0.000
H -3.20966 -0.18646 2.48305 0.001
H -3.33250 0.05721 0.71256 -0.002
H -1.94859 3.14208 2.38634 0.000
H 0.78473 3.16551 2.18125 0.001
H 3.56301 1.36333 -0.89033 0.003
H 3.27325 -0.28300 -3.07494 -0.001
H 1.81641 -2.38851 -3.53670 -0.001
H 0.20002 -2.21598 -2.84850 0.005
H 1.35815 -3.30568 -2.09776 0.001
H 3.86677 -0.36127 3.44660 0.000
H 3.25509 -2.86817 4.28689 0.000
H 1.50389 -4.69593 3.06647 0.000
H 0.18938 -4.06769 2.10316 -0.001
H 0.15679 -3.92473 3.87760 0.001
H 3.71585 1.57981 3.65680 0.000
H 4.79074 3.99480 3.16546 0.000
H 4.68770 5.62424 0.95550 0.000
H 3.00446 5.63849 0.43134 0.000
H 4.21831 4.81686 -0.54417 0.000
N -1.85296 -2.46194 1.63970 0.001
N -2.14646 -3.67528 0.98180 0.003
C -1.54638 -3.91940 -0.23333 0.001
O -1.86489 -4.74898 -1.01135 -0.003
O -0.45536 -3.08341 -0.44515 0.000
H -1.61571 -2.64937 2.61372 0.003
H -2.66812 -1.84677 1.62117 0.004
H -3.03654 -4.11383 1.17258 -0.001
C -1.34619 1.06548 -4.10866 0.000
C -1.83604 0.91416 -2.68743 0.003
C -2.18918 2.25566 -2.07590 -0.001
O -0.70057 0.38959 -1.87124 0.004
B -1.26340 -0.47395 -1.03152 -0.078
O -2.55420 -0.80667 -1.18312 0.008
C -2.94433 -0.18384 -2.49602 -0.006
C -2.89094 -1.30210 -3.51657 0.000
C -4.34853 0.35165 -2.34296 -0.001
H -0.58975 1.84768 -4.15279 0.000
H -2.17112 1.35926 -4.75960 0.000
H -0.91638 0.14183 -4.49066 0.000
H -1.31396 2.90301 -2.11199 0.000
H -2.49813 2.15491 -1.03276 0.000
H -2.99448 2.73586 -2.63090 0.000
H -1.88928 -1.72328 -3.60814 0.001
H -3.20260 -0.94304 -4.49670 0.000
H -3.57049 -2.09809 -3.21452 0.000
H -4.43009 1.07313 -1.53276 0.000
H -5.03444 -0.47274 -2.15175 0.000
H -4.66215 0.83655 -3.26881 0.000
```

Values from the calculation:
**Total charge**: +2
**<S²>**: 0.760
**2S+1**: 2
**Energy relative to the best compared isomer or geometry (same formula, charge and spin)**: 133.70 kJ/mol
**Kohn-Sham gap (spin up / spin down)**: 0.2149 / 0.1901 Ha
**DFT total energy**: -1885.998830 a.u.
**Strongest force on any atom**: 1.6 eV Å⁻¹

=====

2.
Below is a 2-piece molecular cluster, C4H13NOS overall, with properties calculated with wB97M-V/def2-TZVPD.

Structure (XYZ):
```
20
Properties=species:S:1:pos:R:3:lowdin_charge:R:1
C 0.75090 1.20335 1.80250 -0.123
N 0.39865 0.32800 0.69073 -0.100
C -0.82704 0.65369 -0.04678 -0.496
C -0.52323 0.48108 -1.53204 -0.527
S -1.92441 0.77369 -2.67189 0.688
C -2.02768 -0.16821 0.41418 -0.091
H -0.08128 1.86084 2.08303 0.076
H 0.99701 0.62189 2.67964 0.071
H 1.60979 1.82625 1.55776 0.069
H 0.35622 -0.63931 0.99313 0.102
H -1.09843 1.70057 0.15653 0.132
H 0.28388 1.12487 -1.86585 0.065
H -0.22444 -0.55044 -1.71321 0.070
H -2.05744 2.09249 -2.48802 -0.152
H -2.96500 0.23684 0.03460 0.058
H -2.00197 -1.22733 0.10928 0.084
H -2.06895 -0.21187 1.50474 0.076
H 3.12977 -3.74805 -0.40704 0.030
H 4.23338 -2.89799 -1.03511 0.040
O 4.04027 -3.46038 -0.26616 -0.070
```

Values from the calculation:
**SMILES string**: CN[C@H](C)CS.O
**2S+1**: 1
**Energy relative to the best compared isomer or geometry (same formula, charge and spin)**: 75.67 kJ/mol
**Kohn-Sham gap**: 0.3450 Ha
**DFT total energy**: -688.359897 a.u.
**Strongest force on any atom**: 0.6 eV Å⁻¹

=====

3.
Below is a 2-piece molecular cluster, C19H19N3 overall, with properties calculated with wB97M-V/def2-TZVPD.

Structure (XYZ):
```
41
Properties=species:S:1:pos:R:3:lowdin_charge:R:1
C 0.44787 1.07017 2.70132 -0.069
C 1.71028 1.11737 1.95107 -0.470
N 2.78842 1.86838 2.34310 0.084
C 3.77009 1.64287 1.43110 -0.401
C 5.10571 2.29620 1.45179 -0.086
C 3.24499 0.71864 0.46906 -0.188
N 1.96957 0.40774 0.81643 -0.005
H -0.28723 0.45250 2.17105 0.047
H 0.62554 0.64375 3.69658 0.068
H 0.03378 2.07738 2.83522 0.070
H 5.67285 2.03155 0.54605 0.064
H 4.98279 3.39054 1.48792 0.067
H 5.68705 1.98658 2.33652 0.067
H 3.77572 0.33297 -0.39881 0.073
C 1.62181 -2.01138 -0.71424 -0.053
C 0.39404 -1.83285 0.05439 0.023
N -0.68630 -1.23999 -0.42535 0.071
C -2.00314 -1.46168 0.05749 -0.132
C -2.46471 -2.40616 0.95460 0.006
C -3.85311 -2.44187 1.19584 -0.058
C -4.72550 -1.54300 0.55461 -0.063
C -4.24863 -0.60822 -0.36853 0.004
C -2.88237 -0.59999 -0.62745 -0.105
C -2.10787 0.17436 -1.55322 -0.106
C -0.75886 -0.23779 -1.43981 -0.104
C 0.23954 0.34416 -2.19138 0.019
C -0.13744 1.34269 -3.10988 -0.041
C -1.47507 1.76889 -3.21210 -0.058
C -2.47645 1.18566 -2.42871 -0.001
H 2.12140 -2.86635 -0.23335 0.101
H 1.49445 -2.21030 -1.78693 0.106
H 2.26144 -1.13210 -0.57548 0.040
H 0.24181 -2.37974 0.98920 0.146
H -1.76225 -3.08339 1.43418 0.111
H -4.25566 -3.17755 1.89085 0.108
H -5.79279 -1.58032 0.77273 0.108
H -4.88442 0.10417 -0.89475 0.119
H 1.27030 0.02724 -2.05815 0.100
H 0.61504 1.79590 -3.75537 0.112
H -1.74440 2.56098 -3.91060 0.108
H -3.52831 1.47198 -2.45697 0.117
```

Values from the calculation:
**2S+1**: 1
**Energy relative to the best compared isomer or geometry (same formula, charge and spin)**: 250.44 kJ/mol
**Kohn-Sham gap**: 0.1550 Ha
**DFT total energy**: -899.603561 a.u.
**Strongest force on any atom**: 3.2 eV Å⁻¹

=====

4.
Below is a 16-piece molecular cluster, C42H112N6O25 overall, with properties calculated with wB97M-V/def2-TZVPD.

Structure (XYZ):
```
185
Properties=species:S:1:pos:R:3:lowdin_charge:R:1
O -3.15093 0.48246 3.66904 0.381
H -2.33079 0.56375 3.17674 0.188
H -3.66920 1.27681 3.52072 0.151
H -2.91432 0.34621 4.58939 0.182
O 5.01200 2.67973 -7.15071 0.397
H 5.82322 2.19665 -6.97706 0.189
H 5.34138 3.56570 -7.31855 0.189
H 4.41393 2.62844 -6.40152 0.191
C 1.70726 1.80720 -1.10186 -0.050
C 1.02726 1.01876 -0.25741 -0.415
C 0.88240 -0.43861 -0.53265 -0.423
O 0.36116 -1.27181 0.32646 -0.137
C 1.28487 -0.97916 -1.72158 -0.031
C 1.96178 -0.14109 -2.78282 -0.327
C 2.29399 1.35246 -2.34348 -0.361
O 3.00451 2.06970 -3.09179 -0.096
O 2.40704 -0.62552 -3.85444 -0.095
O 0.37020 1.60970 0.71075 -0.150
H 1.76274 2.87893 -0.98050 0.093
H 1.15580 -2.04538 -1.83527 0.081
O 4.52905 -3.92009 -1.70129 -0.053
H 3.77835 -3.37302 -1.47021 0.026
H 4.20076 -4.50037 -2.38812 0.011
O 6.48010 -0.88904 -4.82384 -0.061
H 5.54049 -1.00055 -4.67915 0.023
H 6.77073 -1.73142 -5.17334 0.030
O 3.29271 -5.01586 -5.23556 -0.053
H 2.90077 -4.16322 -5.04682 0.030
H 2.59781 -5.50790 -5.67288 0.028
O -0.67557 5.94911 3.34083 -0.057
H -0.65908 5.27659 4.02176 0.022
H -0.33521 5.50988 2.56142 0.032
O 1.28611 -1.45313 4.70383 -0.046
H 0.52139 -1.60322 5.25962 0.007
H 0.94967 -1.51803 3.81007 0.028
O 6.23539 4.44901 -1.37260 -0.056
H 5.93942 3.71603 -1.91240 0.025
H 5.47479 5.02731 -1.31525 0.016
O 4.05241 -2.08121 -8.22289 -0.058
H 3.44362 -1.78074 -7.54811 0.026
H 3.92284 -3.02895 -8.25820 0.028
C -9.46520 5.66533 -2.32966 -0.132
O -9.94228 6.60182 -3.21840 -0.171
C -9.60335 7.92704 -2.94034 -0.236
C -8.19684 8.39336 -3.31494 -0.197
N -7.18444 7.94916 -2.30310 -0.055
C -5.89858 8.57353 -2.64511 -0.205
C -4.76092 7.93736 -1.88365 -0.250
O -4.48302 6.68699 -2.43842 -0.203
C -3.42505 6.00529 -1.76019 -0.088
H -9.66626 5.96959 -1.30248 0.092
H -8.39336 5.54559 -2.48754 0.073
H -9.92755 4.69201 -2.49393 0.093
H -9.73284 8.08701 -1.86995 0.117
H -10.30206 8.58091 -3.46224 0.121
H -8.33953 9.47117 -3.39286 0.115
H -7.95238 8.08751 -4.33219 0.117
H -7.22095 6.94259 -2.22840 0.073
H -5.97941 9.63149 -2.39554 0.121
H -5.85640 8.43060 -3.72487 0.112
H -4.96729 7.93981 -0.81337 0.125
H -3.82215 8.45177 -2.08904 0.121
H -3.38075 5.05874 -2.29888 0.089
H -3.85396 5.81035 -0.77726 0.082
H -2.41389 6.41109 -1.72904 0.087
C 6.17206 5.51101 4.09265 -0.105
O 5.85428 4.18657 4.50996 -0.201
C 4.50531 3.79296 4.18162 -0.225
C 4.03140 2.44330 4.72708 -0.200
N 5.07530 1.37817 4.71481 -0.037
C 5.37409 1.07114 3.28377 -0.195
C 6.38022 -0.09005 3.29334 -0.205
O 5.63689 -1.17552 3.93050 -0.186
C 6.42377 -2.38749 3.86075 -0.115
H 7.16594 5.70956 4.49375 0.089
H 5.49177 6.23025 4.54873 0.077
H 6.02568 5.64025 3.02028 0.085
H 4.52484 3.74147 3.09301 0.109
H 3.69317 4.48106 4.41621 0.113
H 3.10455 2.12506 4.24983 0.118
H 3.75173 2.53512 5.77658 0.102
H 5.89243 1.88211 5.02856 0.086
H 5.79134 1.91841 2.73957 0.108
H 4.46133 0.75488 2.77886 0.126
H 7.31516 0.16940 3.79001 0.115
H 6.66313 -0.34500 2.27204 0.113
H 5.96679 -3.30655 4.22762 0.080
H 7.28536 -2.26138 4.51638 0.072
H 6.87744 -2.59899 2.89247 0.077
C 1.16928 -11.51473 3.20849 -0.117
O 1.67476 -10.48798 4.03560 -0.201
C 0.68918 -9.84505 4.82393 -0.220
C 1.41955 -8.66606 5.51436 -0.166
N 1.61403 -7.53385 4.53669 -0.053
C 0.33993 -6.90704 4.05970 -0.176
C -0.66895 -6.44370 5.19550 -0.188
O -1.40361 -7.59884 5.69802 -0.216
C -2.16150 -7.34459 6.87046 -0.116
H 0.78126 -12.36568 3.76834 0.082
H 2.00944 -11.90468 2.63390 0.084
H 0.46145 -11.15145 2.46343 0.084
H 0.44714 -10.62713 5.54357 0.116
H -0.23619 -9.54558 4.33189 0.107
H 2.41104 -8.87185 5.91773 0.112
H 0.84914 -8.36675 6.39364 0.099
H 2.11605 -7.87656 3.73007 0.093
H -0.26636 -7.52572 3.39808 0.101
H 0.66916 -5.98903 3.57291 0.110
H -1.29448 -5.66376 4.76134 0.104
H -0.18710 -5.82494 5.95251 0.113
H -1.65225 -6.84886 7.69691 0.086
H -2.77048 -8.21701 7.10738 0.089
H -2.91926 -6.61527 6.58412 0.073
C 2.68122 7.76788 -1.36980 -0.121
O 3.70417 7.30556 -2.23407 -0.188
C 3.79843 7.87456 -3.55945 -0.191
C 2.54880 7.75616 -4.43670 -0.218
N 2.29748 6.43366 -5.02805 -0.059
C 1.07546 6.31969 -5.80375 -0.214
C 0.68934 4.87797 -6.18394 -0.187
O 1.55789 4.26797 -7.17726 -0.210
C 1.10024 3.00327 -7.62962 -0.128
H 1.61839 7.59662 -1.54058 0.076
H 2.82828 8.84285 -1.26543 0.086
H 2.75213 7.32903 -0.37456 0.086
H 4.54292 7.29510 -4.10541 0.115
H 4.18212 8.89438 -3.53058 0.117
H 2.68364 8.42510 -5.28667 0.115
H 1.73410 8.19164 -3.85816 0.103
H 2.54014 5.63057 -4.46568 0.116
H 1.08835 7.00287 -6.65298 0.118
H 0.17775 6.62264 -5.26481 0.108
H -0.33521 4.91456 -6.55415 0.116
H 0.65935 4.22232 -5.31370 0.126
H 0.24176 3.06597 -8.29833 0.088
H 0.97216 2.24135 -6.86075 0.092
H 1.89748 2.53642 -8.20804 0.069
C -5.13552 0.67308 0.10674 -0.106
O -4.95484 1.54800 1.19037 -0.175
C -6.06953 2.37305 1.26346 -0.253
C -6.10643 3.28695 2.49171 -0.217
N -6.23663 2.60610 3.77232 -0.058
C -6.23066 3.61114 4.83941 -0.222
C -6.12973 2.90281 6.16978 -0.196
O -7.46509 2.35862 6.43761 -0.190
C -7.50107 1.34268 7.41166 -0.129
H -4.98744 1.04913 -0.90556 0.095
H -6.08675 0.14807 0.01935 0.092
H -4.28455 0.02623 0.32013 0.099
H -6.95606 1.74792 1.37006 0.120
H -6.23163 3.05192 0.42622 0.130
H -6.86619 4.06659 2.43672 0.122
H -5.16649 3.83753 2.45338 0.119
H -7.11600 2.11119 3.81568 0.115
H -7.05017 4.32962 4.85643 0.129
H -5.32597 4.20218 4.69688 0.120
H -5.80626 3.58126 6.95919 0.122
H -5.40230 2.09347 6.10721 0.103
H -6.96157 1.68021 8.29659 0.081
H -7.11908 0.34173 7.21092 0.083
H -8.53552 1.27121 7.74766 0.090
C 4.94069 -12.03670 -2.34638 -0.084
O 3.60066 -11.75117 -2.88382 -0.190
C 3.43329 -10.33746 -3.02389 -0.242
C 2.01779 -9.80284 -3.15303 -0.228
N 1.26493 -9.97627 -1.92793 -0.059
C -0.12894 -9.47330 -2.13913 -0.177
C -0.20116 -7.89312 -1.85901 -0.166
O -1.56327 -7.43892 -2.18458 -0.229
C -1.76445 -6.01386 -2.02782 -0.097
H 5.72083 -11.72755 -3.04202 0.078
H 4.98925 -13.12330 -2.27526 0.082
H 5.17671 -11.54966 -1.40024 0.083
H 4.02025 -10.01681 -3.88457 0.116
H 3.94011 -9.82440 -2.20658 0.116
H 1.42549 -10.25068 -3.95098 0.120
H 2.22660 -8.74488 -3.31184 0.116
H 1.16336 -10.97889 -1.86048 0.100
H -0.79189 -9.90293 -1.38811 0.107
H -0.60579 -9.66005 -3.10133 0.104
H 0.58091 -7.30988 -2.34512 0.104
H -0.11172 -7.75951 -0.78094 0.109
H -1.66659 -5.73024 -0.97993 0.080
H -2.76366 -5.72045 -2.34968 0.081
H -0.99279 -5.49246 -2.59420 0.080
```

Values from the calculation:
**2S+1**: 1
**Energy relative to the best compared isomer or geometry (same formula, charge and spin)**: 1365.18 kJ/mol
**Kohn-Sham gap**: 0.1057 Ha
**DFT total energy**: -3876.198882 a.u.
**Strongest force on any atom**: 4.9 eV Å⁻¹

=====

5.
Below is one molecule with the formula C3H4N4O, with properties calculated with wB97M-V/def2-TZVPD.

Structure (XYZ):
```
12
Properties=species:S:1:pos:R:3:lowdin_charge:R:1
C 1.82954 0.87328 -0.06799 -0.006
C 1.12558 -0.48160 0.00276 -0.343
C -0.32997 -0.49372 -0.25911 -0.285
H 1.68687 1.40192 0.78641 0.031
H 2.89920 0.75893 -0.26978 0.093
H 0.90943 1.18012 -0.85550 0.139
H -3.28673 -0.97508 0.67420 0.281
N -0.95644 0.78204 0.02733 0.071
N -2.20055 0.52332 0.06066 -0.037
N -2.36144 -0.73045 -0.05065 -0.085
N -1.22517 -1.34948 -0.17020 0.113
O 1.90967 -1.48928 0.12187 0.027
```

Values from the calculation:
**SMILES string**: CC(=O)c1nn[nH]n1
**2S+1**: 1
**Energy relative to the best compared isomer or geometry (same formula, charge and spin)**: 460.67 kJ/mol
**Kohn-Sham gap**: 0.3515 Ha
**DFT total energy**: -410.827826 a.u.
**Strongest force on any atom**: 7.2 eV Å⁻¹